# C23H49GdN4OP3

C23H49GdN4OP3 as an isolated structure in a non-equilibrium geometry (ωB97M-V/def2-TZVPD, OMol25).

* gap between HOMO and LUMO (alpha / beta): 3.621 / 4.194 eV
* ⟨S²⟩: 16.15
* HOMO (alpha / beta): -15.633 / -15.683 eV
* lowest unoccupied orbital energy (alpha / beta): -0.4415 / -0.4222 Ha

```
! wB97M-V def2-TZVPD RIJCOSX def2/J DEFGRID3
* xyz 3 8
Gd 2.36176 -1.51685 -1.23091
P 1.80724 1.26517 -1.45631
P -0.86966 0.50965 1.64786
P -3.43405 -0.03537 -2.36023
O -0.29727 -1.37334 -1.72591
N 2.95187 -2.79360 3.22105
N 5.05247 -3.01630 1.93462
N 4.36332 -0.81967 2.83689
N 3.10027 -1.80438 0.95792
C -1.50035 -4.72433 -2.42338
C -4.74765 -1.11526 -1.79776
C -1.62462 -1.00145 2.37810
C 3.45900 -1.51506 3.77938
C -0.32931 -2.57491 -3.80066
C 4.11914 -3.64920 2.91122
C 4.29753 -2.70457 0.68984
C -3.15340 -0.20333 -4.12362
C -0.67947 -3.73081 -4.48023
C 2.22856 -2.51890 1.97094
C 0.72078 2.36989 -0.49211
C 3.43730 2.06127 -1.24802
C 5.50095 -1.73122 2.52927
C 1.32035 1.85420 -3.11911
C -1.24315 -4.81656 -3.79727
C -1.16822 -3.58295 -1.71369
C 3.43464 -2.64276 -2.79664
C 3.71156 -1.24077 -2.96644
C -3.66840 1.67848 -1.89081
C 3.62413 -0.54156 1.60165
C -2.25994 1.69254 1.92546
C -0.55647 -2.48674 -2.39325
C 0.21982 0.99251 3.06268
H 2.68542 -3.13773 -3.42884
H 0.46607 0.11673 3.67921
H 0.23267 1.75506 -3.23852
H 4.67309 -3.82885 3.83990
H 1.60410 2.91228 -3.21346
H 3.75379 -4.59723 2.48709
H -4.27141 2.18633 -2.65634
H -4.37400 -2.14813 -1.77491
H -0.50499 -3.78907 -5.55825
H 0.97187 2.31883 0.57443
H -0.86059 -1.59650 2.89998
H 4.16331 -3.31993 -2.34050
H 0.81901 3.40792 -0.83864
H 4.21522 1.47368 -1.75140
H -0.28250 1.74822 3.68245
H -5.06290 -0.83325 -0.78367
H -2.43163 -0.72658 3.07376
H -0.32343 2.05100 -0.62196
H -1.48424 -5.73685 -4.33241
H 4.66510 -0.80478 -2.65716
H 4.96402 -2.17728 -0.01350
H -2.27332 -0.54037 -1.74124
H 1.35548 -1.88488 2.17904
H 1.91903 -3.47479 1.52432
H -1.85860 2.70018 2.10406
H 4.01634 -1.73329 4.70099
H 0.11134 -1.71351 -4.30801
H 2.60558 -0.85321 3.99531
H 3.92435 -3.64296 0.25231
H 3.39508 3.06321 -1.69015
H -2.03935 -1.59730 1.55044
H -4.18258 1.76175 -0.92543
H 3.68471 2.13040 -0.18202
H -3.75646 0.53246 -4.67450
H -2.70058 2.19139 -1.81866
H 3.19517 -0.66860 -3.74544
H 6.17175 -1.22792 1.81517
H -1.96552 -5.55844 -1.89360
H 6.02725 -1.95385 3.46606
H 1.81680 1.26490 -3.89923
H 2.76152 0.09541 1.84310
H -5.60134 -1.04864 -2.48383
H -1.33012 -3.48529 -0.64268
H -2.09006 -0.03506 -4.33764
H -3.41446 -1.21704 -4.45531
H -2.89474 1.71895 1.02815
H -2.86194 1.37305 2.78748
H 4.29200 -0.04134 0.88326
H 1.15028 1.42427 2.66693
*
```

Results of the Löwdin charge analysis, in e, for atoms 1 through 2: 1.523, 0.739

# CH2N3

A 2-piece molecular cluster, CH2N3 overall in a non-equilibrium geometry (ωB97M-V/def2-TZVPD, OMol25).

* gap between HOMO and LUMO: 14.558 eV
* energy above the lowest of the compared OMol25 structures with the same formula, charge and spin: 58.98 kJ/mol
* HOMO: -19.597 eV
* lowest unoccupied orbital energy: -0.1852 Ha

```
! wB97M-V def2-TZVPD RIJCOSX def2/J DEFGRID3
* xyz 1 1
N 1.57472 0.37330 0.09460
N -2.78559 -0.05249 -0.08365
N -1.71291 0.00089 0.13613
C 0.75082 -0.35795 -0.08082
H 2.46034 0.94879 0.08148
H -0.28739 -0.91254 -0.14775
*
```

Results of the natural (NBO) charge analysis, in e, for atoms 1 through 2: -0.416, 0.184

# C18H28AsF6IrN8O4

C18H28AsF6IrN8O4 as an isolated structure in a non-equilibrium geometry (ωB97M-V/def2-TZVPD, OMol25).

* gap between HOMO and LUMO (alpha / beta): 3.780 / 3.828 eV
* energy above the lowest of the compared OMol25 structures with the same formula, charge and spin: 372.06 kJ/mol
* ⟨S²⟩: 0.75
* HOMO (alpha / beta): -10.638 / -10.665 eV
* lowest unoccupied orbital energy (alpha / beta): -0.2520 / -0.2512 Ha

```
! wB97M-V def2-TZVPD RIJCOSX def2/J DEFGRID3
* xyz 1 2
Ir -0.03334 -0.34820 0.09929
As -0.84257 3.70826 1.96639
F -0.63007 3.69507 3.71308
F -1.67852 5.16796 2.13343
F -2.24466 2.05355 1.61554
F 0.77116 4.20765 1.82110
F -1.01382 3.89253 0.23933
F 0.73750 1.26210 0.82267
O -0.10458 -3.18426 1.04923
O 4.02685 -3.90998 2.72307
O -0.51513 -0.57261 2.20854
O 3.07948 -0.14275 0.00986
N -0.26670 1.01668 3.81863
N -3.82875 -1.29665 1.76506
N -3.45372 1.49480 5.30149
N 1.97448 -3.54004 1.86147
N 1.46490 -1.60156 0.62041
N 0.72985 0.20798 -1.98796
N -0.79815 -1.78452 -1.25407
N -1.62775 0.72762 -0.64468
C -2.11470 -1.36345 -1.84582
C 1.04674 -1.03716 -2.70923
C 2.77534 -1.13938 0.63328
C 4.92096 -2.33309 0.40587
C -2.44400 0.15283 3.36664
C -1.16826 1.70741 -1.63043
C -0.26913 1.09352 -2.65533
C 4.37321 -0.99028 2.50488
C 3.82278 -1.92514 1.41219
C -3.01175 0.89446 4.41867
C 4.39121 -3.19337 -0.74195
C 0.22435 -2.21067 -2.20872
C 1.04580 -2.79735 1.19116
C -2.69480 -0.22880 -1.02090
C -3.23830 -0.65864 2.52450
C -1.01271 0.19870 3.08724
C 3.31226 -3.19889 2.07033
C 3.33119 -0.65685 3.57357
H -0.24066 -2.75624 -3.02920
H 5.22312 -1.49012 2.96910
H 3.96346 -4.12909 -0.37214
H 5.20036 -3.44748 -1.42555
H -0.59481 2.44939 -1.08703
H -0.96256 -2.56488 -0.60513
H 5.67579 -2.89322 0.95711
H -3.10996 -0.63239 -0.10167
H -0.81573 0.51229 -3.39253
H -2.80977 -2.20037 -1.85142
H 0.90079 -0.89490 -3.77946
H 3.72032 0.09552 4.25829
H 1.56950 0.72559 -1.72615
H 4.73230 -0.07828 2.02976
H -0.68004 1.67778 4.46015
H 2.41527 -0.26520 3.11493
H -1.95829 -1.06558 -2.87944
H 3.06760 -1.54026 4.15864
H 0.89132 -2.90274 -1.69970
H 3.62463 -2.66013 -1.31475
H 5.37955 -1.42573 0.01485
H -3.49993 0.27108 -1.56092
H 0.22488 1.91134 -3.17886
H -2.00561 1.29977 0.15229
H 2.09922 -1.26320 -2.55422
H 1.64667 -4.40243 2.27620
H 0.69219 1.17468 3.55091
H -2.01353 2.21834 -2.09425
*
```

Results of the natural (NBO) charge analysis, in e, for atoms 1 through 2: 1.624, 2.698

# C5H11N3O

One molecule with the formula C5H11N3O in a non-equilibrium geometry (ωB97M-V/def2-TZVPD, OMol25).

* gap between HOMO and LUMO: 9.685 eV
* SMILES: [H]/N=C(\C(=C)O)N(C)NC
* energy above the lowest of the compared OMol25 structures with the same formula, charge and spin: 449.92 kJ/mol
* HOMO: -8.956 eV
* lowest unoccupied orbital energy: 0.0268 Ha

```
! wB97M-V def2-TZVPD RIJCOSX def2/J DEFGRID3
* xyz 0 1
O 1.55515 2.44702 0.49157
N 0.28289 -2.07508 -0.44711
N 0.84176 -0.31294 1.74757
N -0.20479 -0.40912 -0.43713
C -0.18605 0.04036 -1.82674
C -0.82165 2.56225 0.32855
C 0.40329 0.08552 0.62943
C -0.56476 -2.83608 0.45739
C 0.31444 1.87777 0.39825
H -0.43679 -3.90796 0.25331
H 1.23649 -2.11293 -0.07492
H -0.30757 -2.69479 1.51506
H -1.76946 2.05315 0.20467
H -1.04079 0.69160 -2.01087
H 1.21873 0.45081 2.31073
H -0.83441 3.65044 0.38001
H -0.31955 -0.83247 -2.47031
H 0.76016 0.51489 -2.09509
H -1.62127 -2.59841 0.30689
H 1.49416 3.40596 0.33871
*
```

Results of the natural (NBO) charge analysis, in e, for atoms 1 through 2: -0.699, -0.458

# C9H21I2O3P2Ru

C9H21I2O3P2Ru as an isolated structure in a non-equilibrium geometry (ωB97M-V/def2-TZVPD, OMol25).

* gap between HOMO and LUMO (alpha / beta): 7.202 / 5.365 eV
* energy above the lowest of the compared OMol25 structures with the same formula, charge and spin: 12.87 kJ/mol
* ⟨S²⟩: 8.78
* HOMO (alpha / beta): -14.678 / -15.749 eV
* lowest unoccupied orbital energy (alpha / beta): -0.2747 / -0.3816 Ha

```
! wB97M-V def2-TZVPD RIJCOSX def2/J DEFGRID3
* xyz 2 6
I 2.40767 -0.14740 -1.20284
I -2.48333 0.11107 -0.49112
Ru 0.10120 -0.02999 0.27988
P -0.14484 2.36914 -0.23782
P 0.10377 -2.23602 -0.22287
O 2.31769 2.54632 3.44690
O -0.97835 -0.25885 3.07682
O 1.65018 1.18437 1.78805
C -1.29115 2.99484 -1.55555
C -0.54830 -0.23319 1.99081
C 1.44535 3.07217 -0.81016
C -0.45176 3.37099 1.25426
C -0.14517 -3.16541 1.32896
C 2.57493 0.22069 3.79573
C 2.14661 1.40031 2.96617
C -1.25238 -2.87092 -1.28997
C 1.47018 -3.24291 -0.97733
H 2.33654 -3.25917 -0.31080
H -1.15957 2.38280 -2.45746
H 3.66504 0.24410 3.89270
H 2.11645 0.25524 4.78589
H 2.30848 -0.73359 3.35075
H -1.27860 2.92152 1.81569
H -1.25884 -2.30716 -2.22738
H -0.68065 4.40896 0.97532
H -2.21440 -2.74721 -0.78137
H 2.15055 2.96934 0.02121
H -1.05132 4.04103 -1.79117
H 1.80581 2.49095 -1.66704
H 0.47106 3.32061 1.85553
H -2.33281 2.92314 -1.21666
H -0.09777 -4.23946 1.10834
H -1.11931 -2.91564 1.76576
H 1.75302 -2.79870 -1.94017
H 0.65669 -2.90515 2.03260
H -1.07037 -3.93208 -1.50233
H 1.10385 -4.27152 -1.14816
H 1.31454 4.12450 -1.08956
*
```

Results of the natural (NBO) charge analysis, in e, for atoms 1 through 2: 0.317, 0.282

# C2H6S2

A 2-piece molecular cluster, C2H6S2 overall in a non-equilibrium geometry (ωB97M-V/def2-TZVPD, OMol25).

* gap between HOMO and LUMO: 8.810 eV
* energy above the lowest of the compared OMol25 structures with the same formula, charge and spin: 274.27 kJ/mol
* HOMO: -9.183 eV
* lowest unoccupied orbital energy: -0.0137 Ha

```
! wB97M-V def2-TZVPD RIJCOSX def2/J DEFGRID3
* xyz 0 1
S 1.70133 1.52161 0.39077
S -1.84300 -1.51447 -0.07410
C -0.32702 -0.47287 -0.36573
C 0.04056 0.72733 0.58825
H -0.97591 -3.05892 0.43967
H -0.62488 0.01750 -1.35375
H -0.61062 1.64589 0.57813
H 1.74988 1.87674 -1.06009
H 0.50097 -1.06797 -0.63606
H 0.38869 0.32516 1.49291
*
```

Results of the natural (NBO) charge analysis, in e, for atoms 1 through 2: -0.079, -0.047

In order of appearance, energy = -2988.66166, -203.24443, -4380.81702, -436.47567, -1953.55079, -876.06602 Ha.